The following is a DFT calculation (ωB97M-V/def2-TZVPD) of a cluster of 8 separate species, C22H64BN4O9S7 in total in a non-equilibrium geometry.

Net charge: +1
HOMO in eV: -10.19
Orbital gap in eV: 6.8

XYZ file:
```
107
Properties=species:S:1:pos:R:3:mulliken_charge:R:1
C 3.79 -1.64 -0.32 -0.38
C 5.25 -1.09 0.26 -0.34
O 5.47 0.22 -0.44 -0.37
C 4.73 1.29 0.25 -0.48
C 3.56 2.01 -0.70 0.18
C 3.09 3.35 0.11 -0.64
C 1.69 4.03 -0.41 -0.40
C 0.54 2.97 -0.91 -0.64
N 0.19 1.89 0.09 0.52
C -1.29 1.84 0.40 -0.10
N -1.89 2.57 1.62 -0.46
N -2.23 1.11 -0.35 -0.07
B -1.83 0.32 -1.59 0.35
N -0.66 -0.64 -1.70 -0.39
O -2.67 0.56 -2.81 -0.65
H 2.90 -0.94 -0.05 -0.04
H 3.90 -1.73 -1.50 0.15
H 3.60 -2.70 0.15 0.32
H 6.08 -1.87 0.01 0.29
H 5.19 -0.98 1.43 0.23
H 4.16 0.93 1.22 0.17
H 5.46 2.16 0.63 0.22
H 4.13 2.25 -1.72 0.13
H 2.72 1.22 -0.89 -0.04
H 3.10 3.13 1.29 0.45
H 3.94 4.16 -0.06 0.33
H 1.32 4.75 0.46 0.17
H 1.95 4.73 -1.32 0.04
H 0.93 2.40 -1.88 0.31
H -0.44 3.56 -1.25 0.31
H 0.67 2.15 1.00 0.20
H -1.17 2.64 2.39 0.11
H -2.59 1.86 1.99 0.37
H -3.25 1.10 -0.08 0.29
H -0.61 -1.04 -2.68 0.19
H -0.74 -1.41 -1.00 0.24
H -3.30 1.34 -2.64 0.30
C 0.40 -0.32 5.92 -0.87
S 0.59 0.78 4.49 0.56
O -0.41 1.89 4.64 -0.61
C -0.07 -0.38 3.27 -0.32
H 0.72 0.22 6.81 0.38
H -0.65 -0.62 6.03 0.13
H 1.03 -1.21 5.79 0.37
H -1.09 -0.67 3.54 0.18
H 0.58 -1.26 3.22 0.47
H -0.08 0.11 2.29 -0.34
C 0.62 5.55 6.05 -1.04
S -0.40 5.08 4.63 0.73
O 0.27 5.62 3.40 -0.66
C -1.78 6.18 5.02 -1.02
H 1.57 5.00 6.00 0.30
H 0.82 6.62 6.04 0.36
H 0.11 5.28 6.98 0.35
H -1.44 7.22 5.07 0.34
H -2.22 5.89 5.98 0.35
H -2.53 6.09 4.23 0.29
C -3.33 -4.79 -3.82 -0.95
S -2.16 -3.53 -3.28 0.46
O -1.91 -3.74 -1.82 -0.61
C -3.30 -2.13 -3.43 -0.23
H -2.84 -5.77 -3.77 0.42
H -4.21 -4.80 -3.17 0.28
H -3.63 -4.60 -4.86 0.30
H -4.18 -2.29 -2.81 0.30
H -3.60 -2.02 -4.48 0.39
H -2.79 -1.22 -3.11 -0.27
C 3.64 7.36 -2.49 -0.97
S 4.70 5.98 -3.01 0.32
O 4.36 4.80 -2.15 -0.42
C 6.24 6.68 -2.39 -0.96
H 2.61 7.11 -2.75 0.31
H 3.72 7.50 -1.41 0.31
H 3.94 8.27 -3.02 0.41
H 6.17 6.87 -1.32 0.30
H 6.46 7.62 -2.92 0.39
H 7.05 5.97 -2.58 0.33
C -6.28 -5.79 -6.58 -0.84
S -7.13 -4.19 -6.46 0.47
O -6.13 -3.18 -5.98 -0.56
C -8.16 -4.64 -5.04 -0.88
H -5.54 -5.72 -7.39 0.32
H -5.76 -6.01 -5.64 0.18
H -7.00 -6.57 -6.81 0.39
H -7.54 -4.93 -4.20 0.25
H -8.83 -5.46 -5.32 0.37
H -8.76 -3.77 -4.76 0.31
C 2.78 -5.43 -2.53 -0.90
S 4.58 -5.55 -2.59 0.43
O 5.14 -4.29 -1.99 -0.54
C 4.72 -5.41 -4.39 -0.93
H 2.46 -5.46 -1.48 0.31
H 2.45 -4.49 -2.98 0.26
H 2.33 -6.27 -3.06 0.41
H 4.28 -4.47 -4.72 0.29
H 4.22 -6.25 -4.86 0.37
H 5.78 -5.42 -4.65 0.31
C -3.39 -4.69 6.03 -1.00
S -3.43 -3.10 5.16 0.46
O -2.02 -2.63 5.03 -0.53
C -4.20 -2.17 6.51 -0.95
H -2.91 -5.43 5.39 0.31
H -2.82 -4.60 6.96 0.31
H -4.42 -5.01 6.25 0.40
H -3.58 -2.23 7.40 0.31
H -5.20 -2.57 6.71 0.41
H -4.29 -1.12 6.19 0.29
```

The following is a DFT calculation (ωB97M-V/def2-TZVPD) of a cluster of 10 separate species, C22H65NO19 in total in a non-equilibrium geometry.

Energy above the lowest of the compared OMol25 structures with the same formula, charge and spin in kcal per mole: 164.2
HOMO in eV: -9.07
Orbital gap in eV: 9.2
SMILES: COC[C@H](C)N.OCCO.OCCO.OCCO.OCCO.OCCO.OCCO.OCCO.OCCO.OCCO

XYZ file:
```
107
Properties=species:S:1:pos:R:3:mulliken_charge:R:1
C 6.27 16.48 -30.16 -0.75
O 6.39 15.19 -29.64 -0.35
C 7.68 14.84 -29.36 -0.75
C 7.60 13.48 -28.58 0.58
C 8.93 12.78 -28.11 -1.37
N 6.82 12.59 -29.37 -0.78
H 6.09 16.46 -31.23 0.26
H 7.06 17.14 -29.81 0.34
H 5.32 16.84 -29.75 0.24
H 8.50 14.87 -30.08 0.43
H 8.24 15.53 -28.72 0.40
H 6.99 13.68 -27.70 0.24
H 8.93 11.73 -27.80 0.39
H 9.30 13.23 -27.20 0.35
H 9.70 12.84 -28.88 0.26
H 6.08 13.25 -29.58 0.31
H 6.28 11.90 -28.87 0.24
O 9.99 3.61 -29.40 -0.52
C 10.85 4.37 -30.19 -0.46
C 12.36 4.36 -29.67 -0.26
O 12.36 4.87 -28.31 -0.51
H 9.86 2.77 -29.84 0.32
H 10.86 4.20 -31.27 0.37
H 10.50 5.40 -30.19 0.27
H 12.93 5.15 -30.16 0.27
H 12.83 3.38 -29.66 0.25
H 11.61 4.48 -27.86 0.29
O 5.15 12.51 -35.67 -0.49
C 3.97 13.09 -36.31 -0.26
C 4.41 14.46 -36.90 -0.40
O 3.29 15.16 -37.32 -0.53
H 4.84 11.70 -35.25 0.29
H 3.36 12.48 -36.98 0.31
H 3.29 13.38 -35.51 0.22
H 5.09 14.22 -37.71 0.27
H 4.99 15.09 -36.22 0.27
H 2.92 15.68 -36.60 0.32
O 18.15 7.57 -30.10 -0.51
C 17.61 7.40 -28.85 -0.11
C 17.71 5.92 -28.53 -0.45
O 17.08 5.57 -27.31 -0.54
H 18.13 8.53 -30.11 0.31
H 18.17 8.06 -28.19 0.23
H 16.58 7.75 -28.94 0.22
H 18.73 5.59 -28.36 0.26
H 17.27 5.25 -29.27 0.29
H 16.13 5.44 -27.39 0.30
O 3.97 4.86 -31.86 -0.50
C 5.24 4.74 -32.50 -0.55
C 5.95 6.18 -32.42 -0.31
O 5.39 7.02 -33.42 -0.50
H 3.57 3.99 -31.96 0.30
H 5.90 4.00 -32.05 0.36
H 5.13 4.40 -33.53 0.38
H 6.98 6.27 -32.76 0.25
H 5.87 6.56 -31.40 0.26
H 4.55 6.59 -33.58 0.31
O 12.11 9.90 -32.43 -0.52
C 10.89 10.60 -32.83 -0.31
C 11.25 11.95 -33.43 -0.32
O 10.15 12.90 -33.56 -0.52
H 12.70 10.52 -32.00 0.27
H 10.35 9.93 -33.50 0.30
H 10.43 10.83 -31.87 0.28
H 11.74 11.73 -34.38 0.24
H 11.93 12.54 -32.82 0.26
H 9.28 12.52 -33.61 0.30
O 13.48 8.78 -39.34 -0.54
C 13.65 8.70 -37.89 -0.36
C 12.67 7.67 -37.28 -0.32
O 11.36 7.89 -37.49 -0.51
H 12.65 9.14 -39.66 0.30
H 14.69 8.43 -37.70 0.27
H 13.60 9.72 -37.51 0.24
H 12.98 7.33 -36.29 0.40
H 12.92 6.81 -37.89 0.21
H 10.86 8.00 -36.68 0.31
O 16.15 12.52 -30.07 -0.50
C 16.92 13.54 -30.66 -0.35
C 18.45 13.26 -30.90 -0.40
O 18.83 12.07 -31.44 -0.50
H 16.63 12.25 -29.28 0.29
H 16.46 13.84 -31.60 0.27
H 16.89 14.36 -29.95 0.29
H 18.97 13.34 -29.95 0.28
H 18.75 14.00 -31.64 0.31
H 19.76 12.06 -31.66 0.32
O 10.56 17.65 -37.17 -0.53
C 9.56 18.60 -36.66 -0.32
C 10.05 20.06 -36.67 -0.29
O 9.57 20.72 -37.87 -0.54
H 10.40 16.75 -36.87 0.29
H 8.69 18.36 -37.27 0.28
H 9.36 18.32 -35.62 0.26
H 11.12 20.26 -36.58 0.37
H 9.36 20.59 -36.02 0.19
H 10.23 21.30 -38.25 0.30
O 17.22 16.93 -35.33 -0.52
C 16.42 15.99 -35.93 -0.39
C 15.96 16.37 -37.41 -0.47
O 17.05 16.12 -38.25 -0.50
H 17.96 16.94 -35.94 0.31
H 16.97 15.05 -35.90 0.31
H 15.45 15.94 -35.44 0.30
H 15.30 17.23 -37.52 0.38
H 15.26 15.57 -37.64 0.26
H 17.07 16.84 -38.88 0.31
```

The following is a DFT calculation (ωB97M-V/def2-TZVPD) of a cluster of 7 separate species, C22H66N6O7P2S5 in total in a non-equilibrium geometry.

Energy above the lowest of the compared OMol25 structures with the same formula, charge and spin in kcal per mole: 106.9
HOMO in eV: -7.57
Orbital gap in eV: 7.8

XYZ file:
```
108
Properties=species:S:1:pos:R:3:mulliken_charge:R:1
O -4.71 6.22 -0.83 -0.88
P -3.89 5.95 0.34 0.46
N -3.82 4.29 0.91 0.45
C -5.10 3.63 1.32 -1.13
C -2.90 3.47 0.22 -1.58
N -4.42 6.76 1.74 0.26
C -5.17 8.00 1.63 -1.02
C -3.81 6.55 3.16 -1.06
N -2.31 6.66 0.46 0.37
C -1.24 6.27 1.39 -1.13
C -1.88 7.72 -0.46 -1.05
H -5.72 3.10 0.60 0.33
H -5.69 4.37 1.86 0.34
H -4.84 2.90 2.09 0.37
H -2.19 4.04 -0.38 0.45
H -3.42 2.84 -0.50 0.38
H -2.40 2.91 1.00 0.52
H -4.63 8.69 0.98 0.26
H -6.13 7.83 1.14 0.29
H -5.29 8.54 2.57 0.37
H -3.10 7.35 3.38 0.32
H -4.64 6.62 3.87 0.40
H -3.38 5.56 3.26 0.31
H -1.41 5.31 1.88 0.30
H -0.26 6.12 0.92 0.41
H -1.09 7.02 2.17 0.31
H -2.39 7.55 -1.41 0.34
H -0.81 7.75 -0.65 0.33
H -2.34 8.66 -0.14 0.28
O -1.35 -1.25 1.09 -0.90
P -0.27 -1.27 0.04 0.07
N -0.83 -1.62 -1.54 0.27
C -0.13 -1.29 -2.88 -0.90
C -2.22 -1.98 -1.67 -1.45
N 1.03 -2.32 0.32 0.61
C 2.19 -2.41 -0.62 -0.30
C 0.82 -3.44 1.21 -0.87
N 0.46 0.24 -0.15 1.12
C 1.32 0.60 0.97 -1.30
C -0.15 1.38 -0.82 -1.29
H -0.83 -1.50 -3.69 0.44
H 0.88 -1.70 -2.87 0.17
H 0.05 -0.22 -2.98 0.29
H -2.51 -2.49 -0.75 0.38
H -2.31 -2.80 -2.38 0.54
H -2.75 -1.19 -2.21 0.45
H 1.94 -2.99 -1.50 0.37
H 2.47 -1.40 -0.89 -0.20
H 3.11 -2.77 -0.16 0.12
H -0.24 -3.58 1.44 0.33
H 1.09 -4.33 0.64 0.22
H 1.42 -3.30 2.11 0.12
H 2.02 -0.15 1.34 -0.08
H 1.87 1.52 0.78 0.52
H 0.81 0.86 1.90 0.33
H -0.81 1.05 -1.62 0.44
H 0.71 1.93 -1.20 0.29
H -0.61 2.12 -0.16 0.28
C 7.39 -3.40 -0.37 -0.63
S 6.47 -4.67 0.62 0.35
O 5.46 -3.91 1.52 -0.53
C 5.49 -5.61 -0.63 -0.82
H 6.69 -2.56 -0.30 0.07
H 7.62 -3.99 -1.26 0.35
H 8.28 -3.10 0.18 0.31
H 4.97 -6.47 -0.19 0.31
H 6.20 -5.87 -1.42 0.43
H 4.74 -4.96 -1.06 0.17
C 4.82 -1.35 2.72 -0.73
S 4.39 0.18 3.70 0.33
O 3.86 1.10 2.60 -0.56
C 2.96 -0.31 4.56 -0.50
H 4.23 -1.59 1.84 0.07
H 4.74 -2.25 3.34 0.50
H 5.79 -0.97 2.39 0.29
H 2.45 -0.90 3.80 -0.10
H 2.35 0.54 4.88 0.34
H 3.19 -0.96 5.41 0.37
C -6.72 -3.47 0.10 -0.85
S -7.49 -2.32 -1.12 0.44
O -8.62 -1.38 -0.54 -0.61
C -6.00 -1.29 -1.62 -0.91
H -5.90 -3.91 -0.46 0.29
H -7.41 -4.23 0.49 0.33
H -6.44 -3.03 1.05 0.31
H -6.54 -0.48 -2.10 0.36
H -5.40 -1.83 -2.36 0.33
H -5.35 -0.97 -0.81 0.31
C 0.41 -8.34 -0.84 -1.02
S 1.20 -6.80 -1.53 0.53
O 1.97 -6.14 -0.44 -0.57
C 2.41 -7.57 -2.76 -1.08
H -0.38 -8.60 -1.55 0.39
H -0.22 -8.24 0.05 0.37
H 1.14 -9.15 -0.81 0.28
H 1.83 -8.15 -3.47 0.41
H 3.09 -8.24 -2.24 0.31
H 2.97 -6.93 -3.43 0.36
C 3.63 0.89 -1.17 -0.26
S 4.78 0.56 -2.63 0.48
O 4.10 -0.35 -3.60 -0.61
C 4.66 2.24 -3.38 -0.99
H 3.93 0.11 -0.47 -0.08
H 2.67 0.69 -1.64 -0.15
H 3.70 1.80 -0.58 0.57
H 3.60 2.44 -3.56 0.28
H 5.06 2.34 -4.39 0.35
H 5.05 3.05 -2.77 0.34
```

The following is a DFT calculation (ωB97M-V/def2-TZVPD) of a cluster of 11 separate species, C22H66O11S11 in total in a non-equilibrium geometry.

Net charge: +1
HOMO (spin up / spin down) in eV: -9.96 / -9.96
Expectation value of S²: 0.7572
Orbital gap (spin up / spin down) in eV: 6.8 / 1.8
Spin multiplicity: 2

XYZ file:
```
110
Properties=species:S:1:pos:R:3:lowdin_spin:R:1
C -0.55 1.45 0.02 0.00
S -1.07 -0.29 -0.21 0.00
O -0.82 -0.71 -1.66 0.00
C 0.37 -1.07 0.69 0.00
H 0.54 1.48 -0.06 0.00
H -0.91 1.87 0.96 0.00
H -0.98 2.03 -0.80 0.00
H 1.32 -0.70 0.30 0.00
H 0.55 -2.14 0.64 0.00
H 0.42 -0.74 1.73 0.00
C 4.77 2.14 -1.53 0.01
S 2.96 2.55 -1.28 0.00
O 2.69 4.03 -1.31 0.01
C 2.44 2.09 -2.91 0.00
H 4.52 1.10 -1.36 0.00
H 5.51 2.39 -0.77 0.00
H 5.12 2.30 -2.55 0.00
H 2.44 1.00 -2.92 0.00
H 3.17 2.54 -3.58 0.00
H 1.54 2.69 -3.03 0.00
C 1.67 0.28 4.89 0.00
S 1.97 0.07 6.67 0.00
O 3.46 0.47 6.65 0.00
C 1.02 1.42 7.37 0.00
H 1.79 1.35 4.72 0.00
H 0.73 -0.09 4.48 0.00
H 2.36 -0.30 4.28 0.00
H 1.41 1.84 8.30 0.00
H -0.04 1.19 7.44 0.00
H 1.19 2.20 6.62 0.00
C -1.40 3.48 5.69 0.00
S -2.29 2.83 4.14 0.00
O -1.40 3.08 2.96 0.00
C -2.17 1.02 4.48 0.00
H -1.50 2.75 6.49 0.00
H -1.81 4.35 6.20 0.00
H -0.33 3.61 5.55 0.00
H -2.22 0.65 5.50 0.00
H -1.18 0.71 4.14 0.00
H -2.87 0.46 3.86 0.00
C -2.43 0.93 -3.52 0.00
S -3.66 2.19 -3.99 0.00
O -3.82 2.10 -5.53 0.00
C -5.09 1.45 -3.16 0.00
H -1.43 0.81 -3.95 0.00
H -2.89 -0.05 -3.50 0.00
H -2.27 1.04 -2.45 0.00
H -4.82 1.13 -2.16 0.00
H -5.32 0.51 -3.66 0.00
H -5.91 2.16 -3.31 0.00
C -0.58 5.33 -0.62 0.00
S -1.80 5.78 -2.07 0.00
O -3.12 4.98 -1.97 0.00
C -0.93 5.00 -3.43 0.00
H -1.15 5.62 0.26 0.00
H 0.40 5.77 -0.76 0.00
H -0.42 4.25 -0.58 0.00
H 0.00 5.55 -3.60 0.00
H -1.57 5.05 -4.31 0.00
H -0.56 4.00 -3.21 0.00
C -0.35 -5.27 -5.20 0.00
S 0.45 -4.99 -3.58 0.00
O 1.86 -5.60 -3.62 0.00
C 0.44 -3.14 -3.61 0.00
H -0.38 -6.33 -5.45 0.00
H -0.15 -4.58 -6.02 0.00
H -1.42 -5.10 -5.06 0.00
H -0.53 -2.71 -3.84 0.00
H 1.17 -2.86 -4.37 0.00
H 0.86 -2.72 -2.70 0.00
C 6.31 -1.07 -2.19 0.06
S 5.42 -1.87 -0.79 0.29
O 5.01 -0.82 0.21 0.53
C 3.96 -2.44 -1.64 0.05
H 6.50 -1.66 -3.09 0.00
H 7.25 -0.75 -1.74 0.00
H 5.70 -0.22 -2.51 0.01
H 4.15 -3.34 -2.22 0.00
H 3.69 -1.61 -2.28 0.01
H 3.10 -2.36 -0.97 0.00
C -1.82 -3.73 1.17 0.00
S -0.73 -4.29 2.52 0.00
O -0.49 -3.06 3.33 0.00
C -2.06 -5.31 3.27 0.00
H -2.44 -2.91 1.53 0.00
H -2.42 -4.58 0.84 0.00
H -1.45 -3.35 0.22 0.00
H -2.30 -6.13 2.60 0.00
H -3.00 -4.77 3.40 0.00
H -1.69 -5.67 4.23 0.00
C -3.96 3.43 0.68 0.00
S -5.48 4.31 1.33 0.00
O -5.22 4.63 2.77 0.00
C -5.15 5.93 0.53 0.00
H -4.10 3.05 -0.34 0.00
H -3.65 2.70 1.42 0.00
H -3.21 4.21 0.55 0.00
H -5.64 5.90 -0.44 0.00
H -4.12 6.19 0.30 0.00
H -5.75 6.73 0.95 0.00
C 2.95 -7.71 -0.83 0.00
S 3.57 -6.16 -0.01 0.00
O 4.47 -5.45 -1.00 0.01
C 2.04 -5.06 -0.11 0.00
H 3.76 -8.18 -1.39 0.00
H 2.27 -7.55 -1.67 0.00
H 2.33 -8.29 -0.14 0.00
H 2.35 -4.21 -0.73 0.00
H 1.73 -4.76 0.89 0.00
H 1.15 -5.53 -0.53 0.00
```